*1*
A structure of composition C5H4FNO. Source: the OMol25 dataset; level of theory: ωB97M-V/def2-TZVPD.

CARTESIAN COORDINATES (ANGSTROEM)
C: -0.740 1.879 -0.430
C: -0.539 0.440 -0.131
C: 0.719 -0.133 0.006
C: 1.176 -1.470 0.352
C: 0.123 -2.470 0.530
H: -0.667 2.438 0.728
H: -2.051 2.154 -0.839
H: 0.178 2.296 -1.302
H: 1.671 0.476 -0.291
N: -0.400 -3.536 0.614
O: 2.273 -1.880 0.531
F: -1.744 -0.193 0.232

Calculated values
**Multiplicity**: 1
**E_HOMO**: -10.7 eV
**Molecular weight**: 113.09 g/mol

These are the Mulliken partial charges, in e, on atoms 1 to 8:
1 C -0.949
2 C 0.715
3 C -0.458
4 C 0.451
5 C 0.278
6 H 0.252
7 H 0.307
8 H 0.298

*2*
The molecule C5H4FNO. Source: the OMol25 dataset; level of theory: ωB97M-V/def2-TZVPD.

CARTESIAN COORDINATES (ANGSTROEM)
N: -2.836 -0.880 -0.108
C: -1.786 -1.025 0.336
C: -0.475 -1.315 0.914
C: 0.538 -0.447 0.849
F: 1.653 -0.709 1.473
C: 0.686 0.846 0.131
C: 0.253 1.080 -1.245
O: 1.613 0.725 -0.982
H: -0.264 -2.399 1.159
H: 0.882 1.681 0.823
H: -0.444 0.359 -1.584
H: 0.181 2.083 -1.766

Calculated values
**Multiplicity**: 1
**E_HOMO**: -10.5 eV
**Molecular weight**: 113.09 g/mol

These are the Mulliken partial charges, in e, on atoms 1 to 8:
1 N -0.389
2 C 0.100
3 C -0.332
4 C 0.405
5 F -0.244
6 C 0.006
7 C -0.268
8 O -0.384

Relative energies, in eV, with the most stable structure set to zero: *1* 1.483; *2* 0.000.

*1*
The molecule C2H4OS. Source: the OMol25 dataset; level of theory: ωB97M-V/def2-TZVPD.

CARTESIAN COORDINATES (ANGSTROEM)
C: -0.874 -0.385 -0.262
C: 0.065 0.620 0.478
O: -1.847 -0.275 -1.001
S: 1.203 0.233 -0.895
H: -0.113 1.740 0.412
H: -0.514 -1.343 -0.003
H: 0.271 0.177 1.493
H: 1.810 -0.766 -0.222

Calculated values
**Multiplicity**: 1
**E_HOMO**: -9.4 eV
**Molecular weight**: 76.12 g/mol

Let us look at the Mulliken charges, expressed in e, one per atom:
1 C 0.068
2 C -0.409
3 O -0.516
4 S -0.168
5 H 0.304
6 H 0.289
7 H 0.276
8 H 0.156

*2*
The molecule C2H4OS. Source: the OMol25 dataset; level of theory: ωB97M-V/def2-TZVPD.

CARTESIAN COORDINATES (ANGSTROEM)
O: 0.660 -1.462 -0.194
C: -0.010 -0.430 0.438
C: -0.115 0.873 -0.111
S: -1.723 -0.064 -0.099
H: 0.761 -1.267 -1.099
H: 0.196 -0.451 1.477
H: -0.067 1.607 0.704
H: 0.299 1.195 -1.115

Calculated values
**Multiplicity**: 1
**E_HOMO**: -9.0 eV
**Molecular weight**: 76.12 g/mol

Let us look at the Mulliken charges, expressed in e, one per atom:
1 O -0.473
2 C 0.052
3 C -0.631
4 S -0.145
5 H 0.302
6 H 0.381
7 H 0.233
8 H 0.281

Relative energies, in eV, with the most stable structure set to zero: *1* 0.440; *2* 0.000.

*1*
A structure of composition C2H4OS. Source: the OMol25 dataset; level of theory: ωB97M-V/def2-TZVPD.

CARTESIAN COORDINATES (ANGSTROEM)
C: 1.134 -1.613 0.323
C: -0.334 0.873 0.453
O: -0.938 1.142 -0.477
S: -0.740 2.592 -2.048
H: 2.063 -2.059 -0.242
H: 0.402 -1.538 -0.456
H: 0.741 0.807 0.849
H: -1.708 3.482 -1.548

Calculated values
**Multiplicity**: 1
**E_HOMO (spin up / spin down)**: -7.6 / -7.7 eV
**Molecular weight**: 76.12 g/mol

Let us look at the Mulliken charges, expressed in e, one per atom:
1 C -0.368
2 C 0.168
3 O -0.216
4 S -0.341
5 H 0.188
6 H 0.197
7 H 0.261
8 H 0.109

*2*
A cluster of 2 separate species, C2H4OS in total. Source: the OMol25 dataset; level of theory: ωB97M-V/def2-TZVPD.

CARTESIAN COORDINATES (ANGSTROEM)
C: -1.224 -0.421 -0.277
C: -0.063 -0.548 0.660
O: -2.358 -0.593 0.098
S: 1.540 -0.772 -0.003
H: -0.742 -0.222 -1.231
H: -0.367 1.204 0.330
H: -0.225 -0.890 1.712
H: 1.420 -0.576 -1.388

Calculated values
**Multiplicity**: 1
**E_HOMO**: -9.1 eV
**Molecular weight**: 76.12 g/mol

Let us look at the Mulliken charges, expressed in e, one per atom:
1 C 0.011
2 C -0.247
3 O -0.520
4 S -0.141
5 H 0.261
6 H 0.181
7 H 0.308
8 H 0.146

*3*
A cluster of 2 separate species, C2H4OS in total. Source: the OMol25 dataset; level of theory: ωB97M-V/def2-TZVPD.

CARTESIAN COORDINATES (ANGSTROEM)
C: -2.028 -0.446 -0.458
C: -1.715 -0.185 0.686
H: -2.325 -0.777 -1.348
H: -1.203 0.101 1.539
O: 1.918 1.050 -0.635
S: 2.177 -0.277 0.425
H: 1.774 1.665 0.047
H: 1.403 -1.131 -0.256

Calculated values
**Multiplicity**: 1
**E_HOMO**: -9.3 eV
**Molecular weight**: 76.12 g/mol

Let us look at the Mulliken charges, expressed in e, one per atom:
1 C -0.454
2 C -0.386
3 H 0.451
4 H 0.403
5 O -0.422
6 S -0.065
7 H 0.323
8 H 0.150

Relative energies, in eV, with the most stable structure set to zero: *1* 6.135; *2* 0.230; *3* 0.000.